Formula: C10H19GaNSi
Source: OMol25
Level of theory: the ωB97M-V functional and the def2-TZVPD basis

CARTESIAN COORDINATES (ANGSTROEM)
C 0.1079 -2.8660 0.6396
C -1.2101 -2.4772 0.2092
C -1.8024 -1.7134 1.2796
C -0.8681 -1.6052 2.3248
C 0.3249 -2.2978 1.9223
Ga 0.1824 -0.7824 -1.3293
N 1.5972 0.2399 1.4245
C -0.0305 -1.2389 -3.1140
C -1.3981 -0.8698 -2.6998
H -2.8171 -1.2978 1.2692
H -1.7394 -2.8252 -0.6727
H -0.9997 -1.0688 3.2648
H 1.2341 -2.3875 2.5339
H 0.8069 -3.4679 0.0749
H -2.1500 -1.6605 -2.5825
H 0.5506 -0.5210 -3.6940
H 2.2240 -0.3314 1.9596
H -1.7780 0.0887 -3.0217
H 0.2401 -2.2884 -3.3256
C 0.2174 2.0807 -1.1658
Si 0.8774 1.4990 0.5884
C 2.3505 2.7238 0.5212
C -0.7947 1.7995 1.4758
H 0.8151 1.8261 -2.0500
H 0.2963 3.1683 -1.0446
H -0.8353 1.8644 -1.3714
H 2.1203 3.6664 0.0118
H 2.6911 2.9297 1.5311
H 3.1965 2.2384 -0.0019
H -1.0255 2.8515 1.4941
H -1.6679 1.2907 1.0353
H -0.7161 1.4319 2.5132

Values from the calculation:
relative energy (zero: lowest compared OMol25 entry of this formula, charge and spin) = 0.0 kcal/mol
total charge = -1
max |F| = 4.47 eV Å⁻¹
orbital gap (alpha / beta) = 5.5 / 5.5 eV
E_tot = -72417.1179 eV
HOMO level (alpha / beta) = -3.06 / -2.91 eV

Atom charges from the Löwdin analysis, given in e for atoms 1 to 4:
1 C -0.2487
2 C -0.2311
3 C -0.1851
4 C -0.1741